No. 1
{"formula": "C13H15Cl28NO4S", "method": "ωB97M-V with the def2-TZVPD basis set", "homo_ev": -6.21, "total_charge": 0, "orbital_gap_ha": 0.22837, "total_energy_ev": -384856.0987, "molar_mass_g_mol": 1274.0, "elements": ["C", "O", "C", "C", "N", "C", "C", "C", "S", "O", "O", "O", "H", "H", "H", "H", "H", "H", "H", "H", "H", "H", "H", "H", "H", "H", "H", "C", "Cl", "Cl", "Cl", "Cl", "C", "Cl", "Cl", "Cl", "Cl", "C", "Cl", "Cl", "Cl", "Cl", "C", "Cl", "Cl", "Cl", "Cl", "C", "Cl", "Cl", "Cl", "Cl", "C", "Cl", "Cl", "Cl", "Cl", "C", "Cl", "Cl", "Cl", "Cl"], "positions_angstrom": [[-2.303865, 2.040272, 2.768927], [-2.697884, 1.994386, 1.418043], [-1.884313, 1.143052, 0.648778], [-2.566000, -0.197816, 0.302079], [-1.540774, -1.241137, 0.111604], [-1.638908, -2.267113, 1.165236], [-1.150031, -1.759186, 2.522974], [0.357351, -1.455819, 2.662354], [1.453191, -2.468718, 1.677040], [1.342167, -2.228337, 0.293878], [1.385736, -3.837397, 2.070420], [2.912038, -1.955840, 2.118407], [-2.800876, 2.885931, 3.229557], [-1.220699, 2.119747, 2.856899], [-2.631133, 1.142920, 3.302796], [-1.647557, 1.649718, -0.279540], [-0.941715, 0.878321, 1.129342], [-3.099333, -0.107754, -0.640660], [-3.267566, -0.436966, 1.105231], [-1.852065, -1.721029, -0.737614], [-1.191588, -3.202514, 0.847261], [-2.708943, -2.484565, 1.291682], [-1.667723, -0.816622, 2.678922], [-1.504103, -2.433956, 3.291489], [0.631515, -1.664473, 3.693826], [0.606044, -0.411236, 2.512624], [3.378248, -2.691231, 2.531018], [0.545154, -6.057989, 2.087039], [1.719424, -6.224421, 3.411744], [1.185101, -4.936731, 0.855528], [0.272108, -7.636970, 1.348795], [-0.976578, -5.445447, 2.755145], [-4.815786, 4.429835, -0.880656], [-6.475357, 4.889667, -0.478632], [-4.344625, 5.176746, -2.414774], [-3.714296, 4.955821, 0.388041], [-4.716179, 2.673044, -1.032827], [0.423032, 5.401710, -0.131363], [1.228593, 5.314772, -1.702886], [1.628485, 5.256320, 1.150829], [-0.415986, 6.951121, 0.018296], [-0.750911, 4.089167, 0.002854], [4.246334, 1.213745, -0.164526], [2.955502, 2.399564, -0.383720], [4.575908, 1.018042, 1.562881], [3.748565, -0.328446, -0.848299], [5.711811, 1.779834, -0.983723], [-2.456264, -4.522738, -1.855851], [-2.470765, -2.770049, -2.132225], [-3.251184, -5.336613, -3.212016], [-0.782741, -5.072258, -1.735741], [-3.327887, -4.887306, -0.374511], [9.013892, 1.887351, -4.032083], [9.299799, 3.342776, -4.991996], [8.356816, 0.617441, -5.068084], [10.536479, 1.340715, -3.322211], [7.858350, 2.248454, -2.742520], [-1.700080, 1.576833, -3.918188], [-3.085949, 2.659225, -4.067695], [-0.603573, 2.209987, -2.686253], [-2.263118, -0.035052, -3.438744], [-0.849340, 1.472790, -5.462685]], "forces_ev_per_a": [[-0.400, -0.268, 0.012], [0.287, 0.242, 0.134], [-0.433, -0.845, -0.553], [0.919, 0.386, 0.194], [-0.632, -0.166, 0.224], [-0.678, 0.731, -0.075], [0.160, 0.087, -0.936], [-0.320, -0.226, 0.433], [0.874, 2.954, 1.542], [-0.262, 0.433, -0.827], [1.694, 9.941, 13.171], [-0.470, 0.303, -0.151], [0.053, 0.222, 0.068], [0.142, 0.202, 0.095], [0.024, -0.121, 0.090], [0.100, 0.103, -0.137], [0.123, 0.269, 0.235], [-0.382, 0.161, 0.035], [-0.212, -0.093, -0.010], [1.112, 0.676, 1.231], [0.425, -0.054, -0.057], [0.005, -0.294, 0.260], [-0.029, 0.127, 0.234], [0.234, -0.236, 0.206], [0.316, -0.142, 0.042], [0.084, 0.142, -0.530], [0.096, -0.150, 0.200], [0.435, 0.535, -0.301], [0.192, -0.361, 0.388], [-2.325, -13.885, -13.753], [0.014, 0.229, 0.122], [-0.386, 0.004, 0.106], [0.029, -0.109, 0.040], [0.054, 0.018, -0.026], [-0.098, 0.179, 0.114], [-0.441, 0.215, 0.040], [-0.098, -0.031, 0.030], [-0.062, -0.009, -0.037], [-0.010, 0.004, 0.000], [-0.028, 0.042, 0.049], [0.017, -0.023, -0.013], [0.508, 0.125, 0.163], [-0.027, -0.015, -0.030], [0.019, -0.007, -0.006], [0.013, 0.041, 0.001], [0.002, 0.018, -0.001], [-0.533, -0.180, 0.413], [0.216, -0.349, -0.299], [-0.649, -1.054, -1.364], [-0.011, 0.090, 0.007], [-0.325, 0.088, 0.065], [-0.055, -0.071, 0.115], [0.051, 0.018, -0.020], [-0.008, -0.018, 0.018], [-0.001, 0.016, 0.021], [-0.023, 0.009, -0.003], [0.504, 0.112, -0.439], [0.035, 0.097, -0.003], [0.160, -0.176, -0.175], [-0.003, -0.106, -0.198], [0.048, 0.222, -0.192], [-0.046, -0.051, 0.038]], "lowdin_charge": [-0.108, -0.264, -0.272, -0.196, -0.083, -0.281, -0.175, -0.183, 0.580, -0.277, -0.782, -0.166, 0.087, 0.087, 0.081, 0.020, 0.105, 0.074, 0.121, -0.088, 0.050, 0.098, 0.083, 0.102, 0.108, 0.101, 0.099, -1.864, 0.549, 0.659, 0.542, 0.565, -2.023, 0.534, 0.508, 0.525, 0.549, -2.025, 0.522, 0.522, 0.535, 0.528, -2.023, 0.502, 0.535, 0.575, 0.476, -1.983, 0.603, 0.541, 0.555, 0.572, -2.044, 0.525, 0.529, 0.525, 0.469, -2.009, 0.506, 0.530, 0.522, 0.544]}

---

No. 2
{"formula": "C3H7N3O", "method": "ωB97M-V with the def2-TZVPD basis set", "homo_ev": -8.36, "total_charge": 0, "orbital_gap_ha": 0.33321, "total_energy_ev": -9741.7737, "molar_mass_g_mol": 101.1, "smiles": "C/N=C(/N)C(N)=O", "elements": ["C", "N", "C", "N", "C", "N", "O", "H", "H", "H", "H", "H", "H", "H"], "positions_angstrom": [[-1.760024, -0.116108, 0.374445], [-0.859776, 1.010798, 0.227512], [0.341846, 0.565352, 0.349217], [1.229413, 1.128665, 1.177714], [0.997560, -0.547113, -0.498918], [0.375422, -0.784527, -1.681043], [2.068730, -1.033949, -0.179288], [-2.179069, -0.047417, 1.384941], [-1.121009, -1.019646, 0.448814], [-2.587629, -0.172633, -0.347587], [2.144172, 0.719138, 1.275161], [0.859541, 1.807636, 1.821717], [-0.378234, -0.183395, -1.977800], [0.869058, -1.326802, -2.374885]], "forces_ev_per_a": [[-0.083, -0.569, 0.061], [0.381, -0.051, 0.543], [0.208, 0.581, -0.032], [0.180, 0.287, -0.250], [0.267, -0.076, -0.084], [0.118, 0.062, 0.068], [-0.387, 0.028, 0.001], [-0.270, 0.066, -0.169], [-1.024, -0.305, -0.487], [0.329, -0.094, 0.099], [0.058, 0.159, -0.092], [0.222, -0.039, 0.029], [0.082, -0.086, 0.133], [-0.082, 0.036, 0.180]], "lowdin_charge": [-0.164, -0.014, -0.413, 0.178, -0.478, 0.176, 0.054, 0.074, 0.075, 0.072, 0.103, 0.115, 0.106, 0.118]}